C29H39ClF21NO17P2S | ωB97M-V with the def2-TZVPD basis set

## Properties
total charge = 0
SMILES = O=P(O)(O)[PH2](Cl)N=C=S.CCOC(=O)C(F)(F)F.CCOC(=O)C(F)(F)F.CCOC(=O)C(F)(F)F.CCOC(=O)C(F)(F)F.CCOC(=O)C(F)(F)F.CCOC(=O)C(F)(F)F.CCOC(=O)C(F)(F)F
gap between HOMO and LUMO = 8.834 eV
calculated total energy = -166008.1727 eV
LUMO level = -1.3 eV

Positions of all 111 atoms, in Å:
1 O -6.5913 -1.2723 0.7568
2 P -6.1756 -1.5295 2.2240
3 O -6.3156 -3.1905 2.5958
4 O -7.0987 -0.5431 3.2690
5 P -3.9969 -1.0920 2.3138
6 Cl -1.8876 -0.6454 2.2870
7 N -4.0868 -0.4487 3.9626
8 C -4.4202 -1.3357 4.8164
9 S -4.8753 -2.4096 5.9754
10 H -7.2214 -3.3890 2.9305
11 H -7.8236 -1.0677 3.6835
12 H -3.7377 -2.4692 1.9747
13 H -4.1583 -0.1913 1.2027
14 C 3.1433 -4.1435 4.7904
15 C 3.3406 -2.6651 5.0610
16 O 3.2103 -1.9025 3.8511
17 C 1.9512 -1.6375 3.4556
18 O 0.9673 -1.9978 4.0403
19 C 1.9620 -0.7848 2.1906
20 F 2.8334 -1.2385 1.2686
21 F 2.3103 0.4919 2.4467
22 F 0.7644 -0.7370 1.5876
23 H 3.8256 -4.4837 4.0080
24 H 3.3207 -4.7282 5.6948
25 H 2.1294 -4.3479 4.4401
26 H 4.3524 -2.4916 5.4317
27 H 2.6513 -2.2986 5.8258
28 C 4.7063 1.3851 -0.1891
29 C 4.7775 2.6542 0.6365
30 O 5.1096 3.7826 -0.1884
31 C 4.0919 4.3221 -0.8854
32 O 2.9621 3.9197 -0.8568
33 C 4.5761 5.5333 -1.6757
34 F 5.7347 5.2952 -2.3224
35 F 4.7934 6.5978 -0.8804
36 F 3.6962 5.9293 -2.6075
37 H 5.6359 1.2363 -0.7439
38 H 4.5324 0.5183 0.4502
39 H 3.9013 1.4386 -0.9251
40 H 5.5730 2.5651 1.3787
41 H 3.8481 2.8337 1.1827
42 C 7.9621 3.5227 -3.5571
43 C 8.8353 3.8373 -2.3593
44 O 9.7720 2.7748 -2.1167
45 C 10.8734 2.7737 -2.8890
46 O 11.1034 3.5845 -3.7438
47 C 11.7968 1.6257 -2.4928
48 F 11.1341 0.4644 -2.3319
49 F 12.4289 1.8716 -1.3292
50 F 12.7528 1.3943 -3.4067
51 H 7.4720 2.5566 -3.4292
52 H 7.2013 4.2907 -3.6920
53 H 8.5556 3.4600 -4.4720
54 H 8.2153 3.9178 -1.4643
55 H 9.3540 4.7921 -2.4767
56 C -8.0315 -0.5710 -1.7605
57 C -7.5747 0.6337 -2.5576
58 O -8.2674 0.7105 -3.8161
59 C -9.5033 1.2381 -3.7761
60 O -10.0418 1.6313 -2.7776
61 C -10.0976 1.3011 -5.1798
62 F -9.9189 0.1565 -5.8666
63 F -9.5389 2.2815 -5.9157
64 F -11.4198 1.5359 -5.1701
65 H -7.9234 -1.4842 -2.3515
66 H -7.4473 -0.6716 -0.8407
67 H -9.0873 -0.4882 -1.4922
68 H -6.5129 0.5371 -2.7922
69 H -7.6956 1.5615 -1.9926
70 C 9.3787 0.3549 -8.0264
71 C 8.0568 -0.3831 -7.9510
72 O 7.1743 0.2449 -7.0081
73 C 6.5151 1.3309 -7.4528
74 O 6.6271 1.7870 -8.5570
75 C 5.5834 1.8650 -6.3694
76 F 6.1819 1.9353 -5.1641
77 F 4.4969 1.0851 -6.2125
78 F 5.1292 3.0985 -6.6393
79 H 9.8249 0.4433 -7.0330
80 H 10.0759 -0.1686 -8.6830
81 H 9.2422 1.3697 -8.4058
82 H 8.2241 -1.4003 -7.5919
83 H 7.5818 -0.4632 -8.9320
84 C -4.9516 3.0129 6.1418
85 C -4.1778 1.8929 6.8079
86 O -3.0095 2.4027 7.4691
87 C -3.2121 2.9510 8.6811
88 O -4.2832 3.0361 9.2162
89 C -1.8869 3.4050 9.2854
90 F -1.1240 4.0791 8.4045
91 F -1.1495 2.3619 9.7130
92 F -2.0535 4.2154 10.3424
93 H -4.3034 3.5770 5.4671
94 H -5.7946 2.6148 5.5738
95 H -5.3353 3.7200 6.8803
96 H -3.8270 1.1899 6.0506
97 H -4.8027 1.3286 7.5052
98 C -7.0613 -5.8479 -1.9652
99 C -7.8803 -6.9847 -1.3863
100 O -7.2222 -7.5598 -0.2460
101 C -7.3688 -6.8950 0.9131
102 O -7.9961 -5.8791 1.0367
103 C -6.6627 -7.6368 2.0436
104 F -5.4267 -8.0429 1.6994
105 F -7.3394 -8.7394 2.4168
106 F -6.5219 -6.8818 3.1462
107 H -6.0479 -6.1851 -2.1953
108 H -7.5234 -5.4650 -2.8768
109 H -6.9696 -5.0255 -1.2524
110 H -7.9765 -7.7819 -2.1257
111 H -8.8923 -6.6630 -1.1278

C29H39N3O7 | ωB97M-V with the def2-TZVPD basis set

## Properties
total charge = 0
SMILES = CC(C)(C)OC(=O)[C@H](Cc1ccc(OC(C)(C)C)cc1)NC(=O)CNC(=O)CNC(=O)OCc1ccccc1
gap between HOMO and LUMO = 9.037 eV
calculated total energy = -49512.1487 eV
LUMO level = 0.5 eV
energy above the lowest of the compared OMol25 structures with the same formula, charge and spin = 0.000 eV

Positions of all 78 atoms, in Å:
1 C -4.3544 -3.8105 -1.4085
2 C -3.6686 -2.9756 -0.3280
3 C -4.4066 -3.1044 1.0020
4 C -2.1987 -3.3653 -0.1920
5 O -3.7655 -1.6088 -0.8309
6 C -3.3143 -0.5872 -0.1420
7 O -2.8025 -0.6214 0.9533
8 C -3.5082 0.7187 -0.9063
9 C -2.5252 0.7857 -2.1097
10 C -1.1492 1.2277 -1.6942
11 C -0.2346 0.3684 -1.1021
12 C 1.0184 0.8023 -0.6993
13 C 1.3863 2.1345 -0.8706
14 O 2.5356 2.7367 -0.4777
15 C 3.8129 2.0854 -0.3726
16 C 4.8026 3.2550 -0.4600
17 C 4.0611 1.1309 -1.5419
18 C 3.9795 1.3904 0.9796
19 C 0.4617 3.0038 -1.4623
20 C -0.7741 2.5557 -1.8762
21 N -3.2834 1.7854 0.0335
22 C -3.2689 3.1001 -0.2516
23 O -3.7050 3.5919 -1.2682
24 C -2.6108 3.9228 0.8670
25 N -1.3912 3.2970 1.3307
26 C -1.3908 2.4787 2.4055
27 O -2.3568 2.3405 3.1282
28 C -0.0963 1.7060 2.6276
29 N -0.3046 0.3450 2.1712
30 C 0.6759 -0.5714 2.2587
31 O 1.8035 -0.3548 2.6321
32 O 0.2341 -1.7865 1.8440
33 C 1.2151 -2.8262 1.8645
34 C 2.1778 -2.7093 0.7111
35 C 1.7241 -2.8975 -0.5888
36 C 2.5886 -2.7636 -1.6601
37 C 3.9190 -2.4471 -1.4402
38 C 4.3764 -2.2553 -0.1474
39 C 3.5091 -2.3797 0.9244
40 H -3.8525 -3.6746 -2.3628
41 H -4.3249 -4.8619 -1.1394
42 H -5.3905 -3.5016 -1.5173
43 H -5.4265 -2.7393 0.9009
44 H -4.4363 -4.1489 1.2988
45 H -3.9045 -2.5337 1.7780
46 H -2.1262 -4.4068 0.1095
47 H -1.6977 -3.2431 -1.1510
48 H -1.7030 -2.7487 0.5546
49 H -4.5319 0.7480 -1.2983
50 H -2.5018 -0.1969 -2.5839
51 H -2.9263 1.5094 -2.8195
52 H -0.4936 -0.6684 -0.9448
53 H 1.6897 0.0935 -0.2438
54 H 4.5680 3.9906 0.3046
55 H 5.8185 2.9016 -0.3120
56 H 4.7301 3.7352 -1.4326
57 H 3.8014 1.6197 -2.4793
58 H 5.1139 0.8637 -1.5685
59 H 3.4812 0.2176 -1.4540
60 H 3.2494 0.6047 1.1420
61 H 3.8690 2.1157 1.7823
62 H 4.9718 0.9524 1.0418
63 H 0.7520 4.0342 -1.6025
64 H -1.4566 3.2443 -2.3505
65 H -2.9634 1.4714 0.9415
66 H -3.2935 3.9835 1.7196
67 H -2.4038 4.9259 0.4914
68 H -0.6089 3.2897 0.6902
69 H 0.1422 1.7103 3.6981
70 H 0.7436 2.1449 2.0803
71 H -1.2384 0.0245 1.9492
72 H 1.7581 -2.7872 2.8142
73 H 0.6383 -3.7522 1.8006
74 H 0.6878 -3.1515 -0.7542
75 H 2.2257 -2.9076 -2.6673
76 H 4.5958 -2.3459 -2.2759
77 H 5.4113 -2.0013 0.0271
78 H 3.8606 -2.2087 1.9303